No. 1
{"formula": "C19H23F19I2N8O5P", "method": "wB97M-V/def2-TZVPD", "homo_lumo_gap_ev": 7.125, "charge": 1, "fmax_ev_per_a": 0.920, "e_tot_ha": -4386.202193, "homo_energy_ev": -11.66, "species": ["N", "P", "O", "C", "I", "C", "I", "N", "C", "F", "F", "C", "F", "F", "C", "F", "F", "C", "F", "F", "F", "C", "C", "C", "C", "C", "F", "F", "C", "F", "F", "C", "F", "F", "C", "F", "F", "F", "C", "C", "O", "F", "H", "H", "H", "H", "H", "H", "H", "H", "H", "H", "H", "C", "O", "N", "N", "H", "H", "H", "H", "C", "O", "N", "N", "H", "H", "H", "H", "C", "O", "N", "N", "H", "H", "H", "H"], "xyz": [[3.299, 2.092, 1.343], [2.492, 2.964, 0.096], [3.696, 3.191, -0.977], [1.639, 1.473, -0.736], [2.006, 1.553, -2.879], [2.098, 0.049, -0.310], [4.041, -0.379, -0.991], [0.959, -0.761, -0.893], [1.126, -2.187, -1.239], [1.986, -2.692, -0.358], [1.646, -2.229, -2.460], [-0.131, -3.128, -1.230], [-1.142, -2.571, -1.914], [0.275, -4.223, -1.877], [-0.644, -3.615, 0.167], [-1.823, -4.210, -0.041], [0.235, -4.501, 0.642], [-0.944, -2.520, 1.212], [-1.857, -1.680, 0.720], [-1.400, -3.085, 2.305], [0.144, -1.791, 1.524], [-0.084, -0.034, -1.099], [0.072, 1.371, -0.584], [-0.739, 2.463, -1.346], [-1.665, 2.024, -2.484], [-3.020, 1.488, -2.060], [-3.574, 0.804, -3.082], [-2.863, 0.585, -1.027], [-4.043, 2.555, -1.580], [-4.010, 3.587, -2.434], [-3.629, 2.990, -0.364], [-5.511, 2.069, -1.440], [-5.990, 1.782, -2.655], [-5.526, 0.960, -0.681], [-6.477, 3.098, -0.783], [-6.153, 3.300, 0.495], [-7.708, 2.605, -0.842], [-6.440, 4.262, -1.430], [-0.414, 1.266, 0.909], [-0.108, 2.425, 1.844], [0.240, 2.330, 2.961], [-0.289, 3.642, 1.258], [2.684, 1.450, 1.838], [3.599, 2.768, 2.044], [4.003, 4.107, -0.930], [2.065, -0.077, 0.773], [-0.987, -0.435, -1.540], [-1.307, 3.031, -0.624], [-0.026, 3.166, -1.782], [-1.218, 1.266, -3.136], [-1.834, 2.894, -3.124], [0.032, 0.407, 1.410], [-1.498, 1.114, 0.924], [-1.459, 6.012, -1.637], [-0.579, 5.411, -2.241], [-2.200, 7.001, -2.205], [-1.762, 5.693, -0.341], [-2.921, 7.501, -1.720], [-1.991, 7.245, -3.156], [-1.188, 4.976, 0.056], [-2.497, 6.118, 0.193], [3.231, -3.051, 3.236], [3.387, -1.849, 3.058], [2.020, -3.641, 2.974], [4.207, -3.882, 3.674], [1.843, -4.622, 3.089], [1.286, -3.065, 2.628], [5.103, -3.476, 3.875], [4.092, -4.875, 3.808], [4.472, -7.185, 2.102], [4.973, -6.870, 3.170], [4.253, -8.484, 1.755], [4.097, -6.249, 1.172], [3.853, -8.765, 0.880], [4.525, -9.187, 2.418], [4.276, -5.285, 1.393], [3.699, -6.485, 0.284]], "forces_ev_per_angstrom": [[-0.406, 0.248, -0.045], [-0.200, 0.091, 0.042], [0.272, 0.009, 0.240], [0.111, -0.471, 0.036], [-0.500, 0.547, -0.396], [-0.217, 0.769, -0.406], [0.507, -0.587, 0.495], [-0.207, -0.174, 0.206], [-0.033, 0.136, 0.018], [0.096, -0.130, 0.081], [0.000, -0.017, -0.127], [0.211, 0.123, 0.138], [-0.043, 0.123, -0.016], [-0.100, -0.132, -0.072], [-0.079, 0.196, -0.395], [-0.046, -0.286, -0.144], [-0.075, 0.130, 0.233], [-0.073, -0.020, 0.054], [-0.028, 0.088, -0.051], [-0.064, -0.012, 0.246], [0.054, -0.169, -0.032], [0.086, -0.035, 0.116], [-0.014, 0.260, -0.195], [0.347, -0.176, -0.097], [-0.076, 0.160, -0.039], [0.027, -0.060, -0.012], [-0.017, -0.044, -0.090], [0.000, -0.007, 0.012], [0.069, -0.039, 0.188], [0.009, 0.083, -0.120], [0.012, 0.056, 0.056], [0.083, 0.066, -0.004], [-0.078, 0.022, -0.097], [-0.008, -0.086, 0.034], [0.048, -0.027, 0.042], [-0.036, -0.003, -0.101], [0.021, 0.049, 0.015], [-0.003, -0.075, 0.051], [0.369, -0.029, 0.098], [-0.044, 0.033, -0.615], [0.017, 0.115, 0.083], [-0.111, -0.342, 0.460], [0.191, -0.056, 0.121], [0.114, -0.164, 0.016], [-0.081, -0.072, -0.191], [0.150, -0.300, -0.073], [0.048, -0.101, 0.077], [-0.093, 0.008, -0.026], [-0.162, 0.014, 0.164], [0.001, 0.014, 0.097], [0.010, -0.067, 0.072], [-0.111, 0.101, -0.017], [0.041, 0.083, -0.091], [-0.243, -0.003, 0.137], [0.044, -0.038, -0.140], [0.061, -0.076, -0.030], [0.046, 0.050, -0.337], [0.029, 0.009, 0.024], [0.003, 0.013, 0.010], [-0.068, 0.176, 0.256], [0.042, 0.025, 0.013], [-0.213, 0.106, -0.036], [0.023, 0.129, -0.144], [0.140, -0.511, 0.046], [-0.010, 0.021, -0.079], [0.103, -0.002, 0.068], [0.056, 0.168, 0.138], [-0.008, 0.007, 0.019], [0.126, -0.036, -0.025], [0.086, -0.040, -0.172], [-0.171, 0.155, 0.129], [-0.040, 0.036, 0.037], [-0.143, -0.013, 0.097], [0.028, 0.006, -0.013], [0.010, 0.004, -0.002], [0.064, -0.010, -0.020], [0.047, -0.019, -0.014]]}


No. 2
{"formula": "C6H10F3NO7S", "method": "wB97M-V/def2-TZVPD", "homo_lumo_gap_ev": 10.419, "fmax_ev_per_a": 1.995, "e_tot_ha": -1513.708752, "homo_energy_ev": -10.66, "species": ["C", "O", "S", "O", "O", "C", "O", "N", "O", "H", "H", "H", "H", "H", "C", "C", "O", "C", "O", "C", "F", "F", "F", "H", "H", "H", "H", "H"], "xyz": [[-0.960, -1.794, 2.410], [0.099, -2.755, 2.289], [0.914, -2.991, 3.669], [1.484, -4.265, 3.493], [2.218, -1.988, 3.464], [2.030, -0.713, 4.008], [2.165, 0.299, 3.006], [2.246, -0.251, 1.675], [1.388, 0.159, 1.035], [-0.567, -0.793, 2.524], [-1.506, -1.817, 1.486], [-1.651, -2.053, 3.195], [2.805, -0.529, 4.728], [1.042, -0.590, 4.425], [1.053, 0.578, -3.089], [-0.216, 0.585, -3.913], [-1.358, 0.951, -3.112], [-1.525, 2.245, -2.886], [-0.837, 3.138, -3.279], [-2.798, 2.458, -2.048], [-2.848, 1.597, -1.016], [-3.887, 2.261, -2.813], [-2.839, 3.700, -1.565], [0.937, -0.071, -2.221], [1.891, 0.223, -3.686], [1.290, 1.576, -2.722], [-0.433, -0.413, -4.286], [-0.137, 1.250, -4.771]], "forces_ev_per_angstrom": [[0.086, 0.071, -0.355], [0.071, 0.255, 0.177], [-0.573, 1.093, 0.017], [0.772, -1.839, -0.047], [-0.436, -0.268, 0.156], [0.718, 0.518, -0.736], [-0.441, 0.134, 0.423], [0.673, -0.706, 0.171], [-0.627, 0.650, -0.896], [0.057, 0.291, 0.201], [-0.127, -0.116, -0.486], [-0.107, -0.057, 0.481], [0.275, 0.059, 0.509], [-0.351, -0.075, 0.360], [-0.083, 0.142, 0.260], [0.413, -0.210, -0.237], [-0.149, 0.000, 0.023], [0.206, -0.191, -0.187], [-0.066, 0.109, 0.055], [-0.216, 0.099, 0.234], [-0.045, 0.228, -0.221], [0.214, 0.036, 0.194], [-0.033, -0.297, -0.106], [0.026, -0.087, -0.051], [-0.020, -0.029, -0.041], [0.016, 0.042, -0.083], [-0.175, -0.014, 0.099], [-0.077, 0.160, 0.088]]}